*a*
{
  "formula": "C7H10",
  "method": "ωB97M-V/def2-TZVPD",
  "elements": ["C", "C", "C", "C", "C", "C", "C", "H", "H", "H", "H", "H", "H", "H", "H", "H", "H"],
  "xyz": [[-1.6109, 0.2926, 0.4621], [-0.6613, -0.6003, 1.1571], [-1.1409, -0.9869, -0.2130], [0.3189, -0.9401, -0.7761], [0.8468, 0.3887, -1.4095], [1.3333, 0.8350, -0.0112], [0.7276, -0.3122, 0.6824], [-2.6198, 0.2697, 0.8599], [-1.2654, 1.2717, 0.1431], [-0.8392, -1.0967, 2.1066], [-1.8818, -1.7372, -0.4981], [0.6077, -1.8699, -1.2727], [0.0713, 1.0450, -1.8168], [1.6197, 0.2495, -2.1773], [2.4285, 0.7898, 0.0905], [1.0379, 1.7134, 0.5922], [1.0275, 0.6878, 2.0806]],
  "mulliken_charge": [-0.550, -0.204, -0.474, -0.023, -0.917, -0.702, -0.327, 0.270, 0.095, 0.466, 0.391, 0.463, 0.265, 0.309, 0.231, 0.571, 0.137],
  "total_charge": 0,
  "e_homo_ev": [-8.4894, -8.0933],
  "gap_ha": [0.317, 0.291]
}

*b*
{
  "formula": "C7H10",
  "method": "ωB97M-V/def2-TZVPD",
  "elements": ["C", "C", "C", "C", "C", "C", "C", "H", "H", "H", "H", "H", "H", "H", "H", "H", "H"],
  "xyz": [[1.0131, -0.1065, 1.5511], [1.0389, 0.6617, 0.2459], [0.6464, -0.0384, -1.0136], [-0.1202, -1.2147, -1.0980], [-0.1865, 1.4441, -0.1656], [-1.4369, 1.0085, 0.1473], [-2.2004, 0.0048, 0.0216], [1.8296, -0.8352, 1.5819], [1.1328, 0.5817, 2.3937], [0.0681, -0.6392, 1.6869], [1.9490, 1.2537, 0.1404], [0.9819, 0.4198, -1.9402], [-1.4357, -0.7579, -0.7792], [-0.2100, -1.6650, -2.0855], [-0.0515, -1.9341, -0.2824], [-0.0371, 2.3272, -0.7809], [-3.0727, -0.4378, 0.4782]],
  "mulliken_charge": [-1.409, 0.557, -0.177, -1.144, -0.358, -0.190, -0.681, 0.335, 0.347, 0.318, 0.403, 0.342, 0.238, 0.378, 0.302, 0.405, 0.333],
  "total_charge": 0,
  "e_homo_ev": -8.8455,
  "gap_ha": 0.366
}

*c*
{
  "formula": "C7H10",
  "method": "ωB97M-V/def2-TZVPD",
  "elements": ["C", "C", "C", "C", "C", "C", "C", "H", "H", "H", "H", "H", "H", "H", "H", "H", "H"],
  "xyz": [[-1.4077, 1.4782, 0.0640], [-0.9933, 0.0843, 0.4262], [-0.9196, -1.0657, -0.5488], [0.3304, -0.4091, 0.0121], [1.4650, 0.2532, -0.7447], [2.4148, 0.0821, 0.4418], [1.4888, -0.8905, 1.0222], [-2.4799, 1.6255, 0.2030], [-0.8680, 2.1897, 0.7007], [-1.1529, 1.7018, -0.9776], [-1.2523, -0.2346, 1.4368], [-1.2662, -2.0540, -0.2477], [-1.1440, -0.8441, -1.5947], [1.2808, -1.7703, 0.4237], [1.2844, 1.2961, -1.0163], [1.8339, -0.2755, -1.6355], [1.4401, -1.1316, 2.0921]],
  "mulliken_charge": [-1.498, 0.309, -0.873, 0.594, -0.635, -0.422, -0.670, 0.398, 0.332, 0.299, 0.342, 0.267, 0.256, 0.275, 0.313, 0.312, 0.402],
  "total_charge": 0,
  "e_homo_ev": -8.2028,
  "gap_ha": 0.311
}

Least stable = *a*

*a*
{
  "formula": "C5H10NO3",
  "method": "ωB97M-V/def2-TZVPD",
  "elements": ["C", "C", "O", "O", "H", "H", "H", "C", "C", "C", "O", "N", "H", "H", "H", "H", "H", "H", "H"],
  "xyz": [[-0.8140, -0.1720, 3.7003], [-0.9408, 1.3271, 3.4001], [-0.9962, 2.1088, 4.3687], [-1.1847, 1.6648, 2.1040], [-0.9361, -0.8239, 2.8279], [-1.7702, -0.5322, 4.2120], [-0.1162, -0.4366, 4.4875], [0.9553, -0.7074, -2.9453], [-0.5838, -0.8203, -2.6015], [1.6789, 0.1870, -1.8274], [2.8511, 0.3701, -1.8309], [0.9105, 0.8104, -0.7571], [1.4809, -1.6811, -2.9555], [0.8934, -0.4778, -4.0357], [-0.9256, 0.2514, -2.6976], [-0.8743, -1.3312, -1.6228], [1.3952, 1.4119, -0.1802], [0.2094, 0.2794, -0.2565], [-1.2327, -1.4285, -3.3901]],
  "mulliken_charge": [-0.804, 0.519, -0.692, -0.743, 0.258, 0.182, 0.288, -0.256, -1.040, 0.398, -0.563, -0.317, 0.232, 0.263, 0.316, 0.288, 0.212, 0.164, 0.295],
  "total_charge": -1,
  "e_homo_ev": -3.9340,
  "gap_ha": 0.258
}

*b*
{
  "formula": "C5H10NO3",
  "method": "ωB97M-V/def2-TZVPD",
  "elements": ["C", "C", "C", "O", "N", "H", "H", "H", "H", "H", "H", "H", "C", "C", "O", "O", "H", "H", "H"],
  "xyz": [[1.2715, 0.3013, 1.3636], [2.1103, 1.2435, 0.4896], [0.1108, 0.9703, 1.9889], [0.3242, 1.7763, 2.9026], [-1.1005, 0.6537, 1.5107], [0.9883, -0.5243, 0.7073], [1.9184, 0.0031, 2.1892], [2.8498, 1.8226, 1.0514], [-1.9261, 1.1389, 1.7524], [-1.1054, 0.0426, 0.6911], [1.4943, 1.9978, -0.0122], [2.6559, 0.7918, -0.3389], [-0.1511, -2.3737, -2.5190], [-0.8683, -1.1046, -1.9562], [-0.9260, -0.9883, -0.7105], [-1.2146, -0.2815, -2.8292], [0.6546, -2.7590, -1.8738], [0.3496, -2.1505, -3.4574], [-0.8559, -3.2099, -2.5438]],
  "mulliken_charge": [0.036, -1.230, 0.328, -0.714, -0.289, 0.206, 0.206, 0.346, 0.176, 0.413, 0.327, 0.318, -0.885, 0.533, -0.830, -0.724, 0.276, 0.292, 0.215],
  "total_charge": -1,
  "e_homo_ev": -4.6670,
  "gap_ha": 0.313
}

Least stable = *a*

*a*
{
  "formula": "C2H2FN3O",
  "method": "ωB97M-V/def2-TZVPD",
  "elements": ["O", "C", "N", "N", "N", "C", "F", "H", "H"],
  "xyz": [[-1.7703, -0.1175, -0.4795], [-0.5370, 0.1984, -0.2822], [-0.0614, 1.3690, -0.2693], [1.2374, 1.3803, 0.1403], [1.6774, 0.2678, 0.4110], [0.6476, -0.7720, 0.2713], [1.0008, -2.0292, -0.1812], [-2.3934, 0.4308, -0.9590], [0.1989, -0.7277, 1.3486]],
  "mulliken_charge": [-0.471, 0.257, -0.255, -0.219, -0.136, 0.436, -0.227, 0.396, 0.219],
  "total_charge": 0,
  "e_homo_ev": -10.2821,
  "gap_ha": 0.371,
  "smiles": "OC1=NN=N[C@@H]1F"
}

*b*
{
  "formula": "C2H2FN3O",
  "method": "ωB97M-V/def2-TZVPD",
  "elements": ["C", "C", "N", "N", "N", "O", "F", "H", "H"],
  "xyz": [[-0.0370, 0.0217, 1.3399], [-0.5013, -0.0977, 0.0419], [-1.0240, -0.1399, 2.1627], [-1.7729, -0.3732, 0.0717], [1.5267, 0.6787, -1.9728], [-2.1199, -0.3731, 1.3816], [1.7927, -0.5959, -1.7089], [0.8733, 0.1593, 1.7041], [1.2625, 0.7202, -3.0201]],
  "mulliken_charge": [-0.252, 0.313, -0.279, -0.243, -0.165, -0.011, -0.075, 0.472, 0.240],
  "total_charge": 0,
  "e_homo_ev": [-11.3456, -11.2003],
  "gap_ha": [0.382, 0.339]
}

Least stable = *b*

*a*
{
  "formula": "C4H8O2",
  "method": "ωB97M-V/def2-TZVPD",
  "elements": ["C", "C", "C", "O", "H", "H", "H", "H", "C", "O", "H", "H", "H", "H"],
  "xyz": [[1.2290, 0.7807, -0.8529], [0.2648, 1.5794, -0.3897], [-1.1185, 1.4490, -0.8921], [-2.0501, 2.1198, -0.5103], [1.0136, 0.0101, -1.5896], [2.2590, 0.8464, -0.5148], [0.4434, 2.3370, 0.3694], [-1.2565, 0.6653, -1.6712], [-0.3936, -1.7950, 0.7081], [0.9703, -1.4439, 0.8132], [-0.9894, -1.0226, 0.1975], [-0.8471, -1.9836, 1.6903], [-0.4449, -2.7107, 0.1148], [0.9981, -0.5676, 1.2167]],
  "mulliken_charge": [-0.813, 0.110, -0.070, -0.492, 0.232, 0.314, 0.354, 0.341, -0.410, -0.484, 0.105, 0.274, 0.223, 0.315],
  "total_charge": 0,
  "e_homo_ev": -10.1080,
  "gap_ha": 0.379,
  "smiles": "C=CC=O.CO"
}

*b*
{
  "formula": "C4H8O2",
  "method": "ωB97M-V/def2-TZVPD",
  "elements": ["C", "C", "C", "O", "C", "O", "H", "H", "H", "H", "H", "H", "H", "H"],
  "xyz": [[0.5266, -0.6553, -1.3709], [0.2480, -0.2684, 0.0820], [-0.6348, -1.2912, 0.7787], [-0.4549, -2.4815, 0.6631], [-0.3021, 1.1462, 0.1737], [-0.4987, 1.4662, 1.5368], [0.8027, -1.7096, -1.4422], [1.3407, -0.0488, -1.7815], [-0.3612, -0.4946, -1.9942], [1.1946, -0.2974, 0.6432], [-1.4417, -0.8983, 1.4330], [0.4207, 1.8266, -0.3043], [-1.2473, 1.2201, -0.3903], [-0.8973, 2.3430, 1.5858]],
  "mulliken_charge": [-1.418, 0.563, -0.088, -0.489, -0.726, -0.501, 0.371, 0.370, 0.359, 0.205, 0.343, 0.352, 0.353, 0.307],
  "total_charge": 0,
  "e_homo_ev": -9.6226,
  "gap_ha": 0.380,
  "smiles": "C[C@H](C=O)CO"
}

Least stable = *a*

*a*
{
  "formula": "C4H8O2",
  "method": "ωB97M-V/def2-TZVPD",
  "elements": ["C", "C", "O", "C", "C", "O", "H", "H", "H", "H", "H", "H", "H", "H"],
  "xyz": [[0.1921, 0.0027, -2.1177], [-0.1791, -0.4294, -0.7146], [0.8731, -0.0516, 0.1589], [0.5271, -0.2108, 1.5098], [-0.5440, 0.7940, 1.9057], [-1.5071, 0.5351, 2.5811], [1.0315, -0.5824, -2.5035], [0.4820, 1.0576, -2.1087], [-0.6610, -0.1188, -2.7925], [-1.1208, 0.0536, -0.4072], [-0.3420, -1.5178, -0.6559], [1.4327, -0.0040, 2.0938], [0.1743, -1.2251, 1.7487], [-0.3696, 1.8159, 1.5013]],
  "mulliken_charge": [-1.197, -0.206, -0.350, -0.373, 0.064, -0.469, 0.292, 0.299, 0.366, 0.326, 0.295, 0.305, 0.290, 0.359],
  "total_charge": 0,
  "e_homo_ev": -9.7672,
  "gap_ha": 0.396,
  "smiles": "CCOCC=O"
}

*b*
{
  "formula": "C4H8O2",
  "method": "ωB97M-V/def2-TZVPD",
  "elements": ["C", "C", "C", "O", "H", "H", "H", "H", "C", "O", "H", "H", "H", "H"],
  "xyz": [[-0.8906, -0.4247, 2.0114], [-1.4153, -0.5946, 0.7998], [-1.4519, 0.5151, -0.1839], [-1.8850, 0.3898, -1.3079], [-0.4912, 0.5401, 2.3200], [-0.8433, -1.2446, 2.7214], [-1.8254, -1.5515, 0.4844], [-1.0492, 1.4814, 0.1809], [1.8022, 0.3022, -1.4548], [1.3311, 0.1923, -0.1263], [0.9919, 0.2070, -2.1905], [2.5802, -0.4419, -1.6761], [2.2363, 1.2996, -1.5536], [0.9102, -0.6703, -0.0248]],
  "mulliken_charge": [-0.498, -0.261, 0.110, -0.490, 0.237, 0.269, 0.329, 0.287, -0.581, -0.463, 0.269, 0.256, 0.223, 0.314],
  "total_charge": 0,
  "e_homo_ev": -9.9522,
  "gap_ha": 0.378,
  "smiles": "C=CC=O.CO"
}

*c*
{
  "formula": "C4H8O2",
  "method": "ωB97M-V/def2-TZVPD",
  "elements": ["O", "C", "C", "C", "O", "C", "H", "H", "H", "H", "H", "H", "H", "H"],
  "xyz": [[-1.8170, -0.4220, 1.3685], [-0.9203, -0.1327, 0.4096], [-0.4810, -0.8090, -0.6570], [0.5835, 0.2333, -0.9373], [0.5188, 0.9642, -2.1421], [0.0091, 1.0428, 0.2576], [-1.7977, 0.2734, 2.0374], [1.1756, -1.3610, 2.0100], [-0.7183, -1.7716, -1.0951], [0.8688, -1.4729, 1.3408], [1.6128, -0.1116, -0.7490], [0.7282, 0.3553, -2.8607], [-0.4659, 1.9726, -0.0677], [0.7033, 1.2393, 1.0849]],
  "mulliken_charge": [-0.508, 0.315, -0.809, 0.523, -0.556, -0.802, 0.328, 0.238, 0.370, -0.238, 0.277, 0.294, 0.282, 0.286],
  "total_charge": 0,
  "e_homo_ev": -8.9112,
  "gap_ha": 0.357
}

*d*
{
  "formula": "C4H8O2",
  "method": "ωB97M-V/def2-TZVPD",
  "elements": ["O", "C", "C", "C", "C", "O", "H", "H", "H", "H", "H", "H", "H", "H"],
  "xyz": [[-0.1254, 1.7296, 0.2574], [-0.2461, 0.8203, -0.5327], [-0.8346, -0.4899, -0.1923], [0.5723, -1.0409, 0.3127], [1.9071, -0.2209, 0.4192], [2.9556, -0.7388, 0.1204], [0.2788, 0.7990, -1.5090], [-1.2497, -1.0531, -1.0432], [-1.5923, -0.4587, 0.5998], [0.8519, -1.9076, -0.2768], [0.3948, -1.2962, 1.3580], [1.8935, 0.7909, 0.8742], [-2.6486, 1.3181, -0.3692], [-2.1572, 1.7481, -0.0185]],
  "mulliken_charge": [-0.513, 0.015, -0.444, -0.478, -0.112, -0.461, 0.346, 0.272, 0.381, 0.276, 0.283, 0.406, 0.109, -0.079],
  "total_charge": 0,
  "e_homo_ev": -10.1356,
  "gap_ha": 0.397,
  "smiles": "O=CCCC=O.[H][H]"
}

Least stable = *d*